Molecular formula: C18H28Cl2F4IrN4O2
Method: DFT, the ωB97M-V functional and the def2-TZVPD basis

Properties
Charge: +2
Energy relative to the best compared isomer or geometry (same formula, charge and spin) in kcal per mole: 7.2
2S+1: 2
Calculated total energy in hartree: -2495.8111

Geometry as XYZ:
```
59
Properties=species:S:1:pos:R:3:forces:R:3:nbo_charge:R:1
H 0.3934 -2.6475 0.9155 0.06 0.03 0.03 0.2200
F 2.5635 -0.5109 0.9031 -0.04 -0.04 0.01 -0.2968
C 0.9111 -2.8867 -0.0097 -0.02 0.02 0.10 -0.2325
Cl 2.2640 -0.0804 4.4514 -0.01 0.00 0.01 0.0645
H -2.3031 2.6540 -1.8674 -0.02 0.00 0.01 0.2426
Cl -0.6428 0.0739 4.8206 0.00 0.00 0.01 0.0308
C -1.1691 -3.6330 -1.2575 -0.04 0.03 -0.12 -0.4292
C -2.8967 1.3040 2.1719 -0.01 0.00 -0.03 -0.6534
F 4.9206 3.1416 -2.3163 0.00 0.00 0.00 -0.2596
H -0.8970 -0.1740 -2.1434 -0.03 -0.01 0.01 0.1770
H -0.3014 1.4595 -2.6943 0.00 -0.03 -0.03 0.2490
H -1.6394 -4.5427 -1.6334 -0.03 0.02 -0.01 0.2655
F 2.2847 3.1179 -2.1598 0.02 0.01 0.00 -0.2893
H 0.8263 -4.3800 -1.5668 0.02 0.02 0.01 0.2327
H 1.8425 -1.3216 -0.9947 0.00 0.11 0.10 0.4116
H -2.8744 -1.1712 -0.4830 -0.03 0.08 0.04 0.3953
C 0.2164 -4.0153 -0.7370 -0.05 -0.12 0.04 -0.4279
C 2.2870 1.3256 -0.6022 -0.10 -0.03 0.12 -0.0236
C -2.2056 1.6062 -1.5763 -0.04 0.02 -0.03 -0.2460
Ir -0.4601 -0.1319 -0.3265 -0.27 0.17 0.25 1.1365
O 0.8802 1.3379 2.1979 0.00 -0.03 -0.12 -0.6047
C -2.1137 -3.0423 -0.2265 -0.20 0.01 0.16 -0.2281
N 0.9135 1.3711 -0.4539 0.18 0.01 0.01 -0.2835
C -1.1954 0.8894 -2.4681 0.12 -0.01 -0.03 -0.5747
C 0.5066 0.2175 2.4281 -0.17 0.08 0.04 0.7854
C 3.1019 0.3901 0.0800 -0.01 0.09 -0.06 0.3241
H -3.1878 1.1511 -1.6941 0.02 -0.02 -0.01 0.2325
H -3.6506 2.3266 0.4272 -0.03 -0.02 0.00 0.2248
H 0.1597 3.0751 -1.4447 0.00 0.00 0.02 0.2376
H -1.9815 -3.5280 0.7402 0.10 0.07 0.02 0.2245
H -1.5863 3.5760 0.1507 0.01 -0.01 -0.02 0.2307
N -2.0602 -1.5337 0.0016 0.20 -0.21 -0.39 -0.7734
C 2.9741 2.2616 -1.4097 0.00 -0.01 -0.01 0.3830
H -1.6475 0.5989 -3.4185 -0.07 0.01 0.03 0.2957
H 0.6097 -1.5439 3.6886 0.01 0.00 0.01 0.2417
H 0.9693 3.4085 0.0765 0.00 0.00 0.00 0.2657
C 4.3504 2.2594 -1.5167 0.01 0.01 -0.01 0.3420
C -3.0857 1.4225 0.6731 0.01 0.01 0.07 -0.2121
H 1.9388 -3.1307 0.2499 0.02 -0.05 -0.06 0.2368
H 0.6151 -1.9717 -1.8008 0.12 0.02 -0.05 0.3967
F 5.1749 -0.4680 0.6704 0.00 0.01 0.00 -0.2651
C 0.6916 -0.4669 3.7836 0.03 -0.04 -0.03 -0.3318
H -2.2396 -1.3781 0.9919 -0.02 0.00 0.06 0.4234
H 6.2001 1.3564 -0.9004 0.00 0.00 0.00 0.2867
H -3.1365 -3.2533 -0.5367 -0.01 0.00 0.06 0.2279
C -1.0182 2.6566 0.3162 0.03 -0.01 -0.01 -0.2428
C 5.1210 1.3461 -0.8204 0.00 0.01 -0.01 -0.2430
O -0.1548 -0.5708 1.5927 0.17 -0.05 -0.09 -0.7068
H -1.1292 -2.9732 -2.1335 0.04 0.00 0.00 0.1898
H -2.1437 0.5648 2.4363 0.00 -0.05 0.00 0.2210
C 4.4780 0.4163 -0.0243 -0.04 0.01 0.01 0.3564
N 0.8946 -1.6610 -0.8731 -0.07 -0.07 -0.06 -0.7516
N -1.8203 1.4876 -0.1346 0.06 -0.04 0.00 -0.3906
H -0.8257 2.5356 1.3747 -0.01 0.01 0.05 0.2651
H -3.8397 0.9878 2.6173 -0.01 0.04 0.00 0.2573
H 0.1161 -4.8491 -0.0399 0.01 -0.03 -0.03 0.2474
C 0.2983 2.7116 -0.4245 0.01 -0.02 -0.06 -0.2873
H -2.6254 2.2498 2.6361 0.04 0.00 0.00 0.2411
H -3.6719 0.5848 0.2927 0.04 0.00 -0.01 0.1909
```
Positions in Å, forces in eV/Å.